(1)
{"formula": "CH5OPS", "method": "wB97M-V/def2-TZVPD", "homo_energy_ev": [-8.857, -8.967], "e_above_lowest_ev": 4.823, "energy_ev": -23285.4151, "max_force_ev_per_a": 2.315, "multiplicity": 1, "charge": 0, "species": ["C", "O", "P", "S", "H", "H", "H", "H", "H"], "positions_angstrom": [[0.003, 1.019, -1.469], [1.395, 0.792, 1.822], [-0.471, -1.582, 1.690], [1.291, -0.295, 0.832], [0.618, 1.784, -0.921], [-0.998, 1.252, -1.380], [0.276, 0.290, -2.218], [-1.482, -0.739, 1.162], [-0.633, -2.521, 0.482]], "forces_ev_per_a": [[1.9, 0.8, 1.1], [0.2, 0.5, 0.4], [0.6, -0.5, -2.0], [-1.4, -1.2, -0.1], [-0.1, -1.2, -1.2], [-2.1, 0.1, 0.2], [0.5, 0.3, 0.1], [0.1, 0.1, 0.1], [0.4, 1.2, 1.4]], "mulliken_charge": [-1.03, -0.40, -0.08, 0.28, 0.38, 0.32, 0.35, 0.09, 0.09]}

=====

(2)
{"formula": "C2HNO2S2", "method": "wB97M-V/def2-TZVPD", "homo_energy_ev": -9.559, "e_above_lowest_ev": 3.472, "smiles": "S=c1o[nH]oc1=S", "energy_ev": -29341.5565, "max_force_ev_per_a": 2.201, "multiplicity": 1, "charge": 0, "species": ["S", "C", "O", "N", "O", "C", "S", "H"], "positions_angstrom": [[-2.439, -0.870, 0.242], [-0.843, -0.420, 0.165], [0.058, -0.750, 1.098], [1.352, -0.191, 0.824], [1.200, 0.331, -0.532], [-0.124, 0.326, -0.887], [-0.651, 0.921, -2.274], [1.448, 0.654, 1.364]], "forces_ev_per_a": [[2.1, 0.6, -0.1], [-1.9, -0.5, 0.4], [0.3, 0.2, 0.7], [-0.6, -0.8, -2.0], [-0.4, 0.0, 0.6], [0.9, -0.1, -0.3], [0.0, 0.0, 0.1], [-0.5, 0.6, 0.6]], "mulliken_charge": [-0.18, 0.27, -0.19, -0.05, -0.22, 0.32, -0.21, 0.27]}